# C13H18N2Pd

C13H18N2Pd as an isolated structure (ωB97M-V/def2-TZVPD, OMol25).

Geometry (Å):
C -1.99201 0.30881 0.78850
N 0.84042 -1.74170 0.76699
H -1.07594 2.05033 -1.94432
H -2.28346 -1.73417 -0.09995
H 1.27525 -3.15647 -2.02828
C -1.47622 -0.11609 -1.41762
H 0.69070 -4.32512 2.83902
H -1.45517 -0.61753 -2.38286
H 2.09565 -4.80023 0.54824
C 1.56305 -3.92038 0.81651
Pd 0.37068 0.20508 0.00881
H -1.59234 -1.82567 2.60373
H 2.56258 0.18098 -0.10307
H 1.65275 1.79119 -0.89433
H -1.65655 2.54015 0.67389
C -0.53156 -1.69720 2.89020
C 0.84502 -3.67476 2.00639
C 0.36465 -2.31807 1.91226
C 1.94881 -2.61194 -1.34149
H 1.11430 2.48907 1.48102
C 1.97900 1.17448 0.03510
C 1.50543 -2.70972 0.02626
N 0.74483 -0.69562 -2.15796
H 3.02638 -2.86032 -1.44022
C 1.64819 1.53525 1.31704
H -0.40307 -2.19177 3.86672
H 1.05647 0.11266 -2.74126
C -1.59940 1.55802 0.19939
C -1.28567 1.30458 -1.18638
H -0.31282 -0.62351 3.00560
H 1.67691 -1.37492 -2.02908
H -2.40868 0.18820 1.78840
C -1.92127 -0.71256 -0.19833
H 2.08947 0.94471 2.13222

The orbital gap (spin up / spin down) comes out at 0.1743 / 0.1622 hartree. The value obtained for the electronic energy is -743.19428 Ha. As for the charge: -2. As for the spin multiplicity: 3. Its expectation value of S² is 2.019.